[1]
A 2-piece molecular cluster, C4H13N3 overall in a non-equilibrium geometry. Source: the OMol25 dataset; level of theory: wB97M-V/def2-TZVPD.

The geometry in XYZ format:
```
20
Properties=species:S:1:pos:R:3
C -2.352 -0.182 0.027
C -0.823 1.855 0.091
C 2.858 -0.498 -0.001
C 0.470 -0.808 -0.083
N -1.247 0.454 -0.088
N -2.709 -1.421 0.009
N 1.522 0.186 0.122
H -3.144 0.453 0.223
H -0.463 1.911 1.021
H -0.303 2.310 -0.770
H -1.819 2.337 -0.049
H 3.456 -0.745 0.888
H 2.835 -1.411 -0.663
H 3.497 0.198 -0.458
H 0.263 -1.344 0.723
H 0.535 -1.125 -1.022
H -3.717 -1.603 0.005
H -2.049 -2.048 -0.420
H 1.600 0.965 -0.665
H 1.589 0.516 1.111
```

Output
HOMO (alpha / beta): -16.26 / -19.34 eV
Charge: +2
Strongest force on any atom: 6.28 eV/Å
Lowest unoccupied orbital energy (alpha / beta): -7.04 / -12.39 eV
E: -8804.8869 eV
Multiplicity: 3
<S²>: 2.009
Molar mass: 103.2 g/mol


[2]
A 2-piece molecular cluster, C2H7N2O overall in a non-equilibrium geometry. Source: the OMol25 dataset; level of theory: wB97M-V/def2-TZVPD.

The geometry in XYZ format:
```
12
Properties=species:S:1:pos:R:3
N 1.253 -0.432 1.268
C 0.488 -0.592 -0.021
C -0.167 0.799 -0.141
N -0.208 1.252 -1.409
O -1.061 1.059 0.664
H 1.528 -1.387 1.514
H 0.598 -0.220 2.026
H -2.880 -1.329 0.488
H 1.225 -0.870 -0.765
H -0.309 -1.365 0.080
H 0.603 1.408 -1.982
H -1.071 1.678 -1.721
```

Output
HOMO: -14.71 eV
Charge: +1
Strongest force on any atom: 4.25 eV/Å
Lowest unoccupied orbital energy: -10.40 eV
E: -7200.7778 eV
Multiplicity: 1
Molar mass: 75.1 g/mol


[3]
The molecule C5H6 in a non-equilibrium geometry. Source: the OMol25 dataset; level of theory: wB97M-V/def2-TZVPD.

The geometry in XYZ format:
```
11
Properties=species:S:1:pos:R:3
C 2.538 -0.038 -0.086
C 1.251 -0.147 0.201
C -0.108 0.235 0.163
C -0.543 1.465 -0.057
C -1.065 -1.018 -0.054
H 3.471 -0.468 -0.030
H 0.309 2.141 -0.119
H -1.689 1.847 0.181
H -2.194 -0.793 -0.343
H -1.281 -1.600 1.007
H -0.688 -1.624 -0.863
```

Output
HOMO: -9.02 eV
Strongest force on any atom: 9.68 eV/Å
Lowest unoccupied orbital energy: 0.33 eV
E: -5277.5911 eV
Multiplicity: 1
SMILES string: C#CC(=C)C
Molar mass: 66.1 g/mol


[4]
The molecule C21H22N2O5S in a non-equilibrium geometry. Source: the OMol25 dataset; level of theory: wB97M-V/def2-TZVPD.

The geometry in XYZ format:
```
51
Properties=species:S:1:pos:R:3
O -4.125 -0.047 -1.296
C -3.216 0.284 -0.561
C -3.227 0.019 0.925
C -4.453 -0.804 1.361
C -5.098 0.466 1.934
C -3.772 1.215 1.743
N -2.121 0.911 -1.102
C -2.092 1.041 -2.564
C -0.637 1.348 -2.928
C -0.022 1.662 -1.599
C 1.241 2.131 -1.326
C 1.587 2.351 -0.002
S 3.269 2.822 0.366
O 3.729 3.826 -0.545
O 3.403 3.050 1.771
N 4.115 1.425 -0.065
C 3.535 0.190 0.226
C 3.010 -0.034 1.497
C 2.383 -1.228 1.782
C 2.284 -2.228 0.822
C 2.859 -2.026 -0.435
C 3.461 -0.811 -0.733
O 2.840 -2.993 -1.408
C 2.511 -4.272 -0.912
C 1.305 -4.179 0.021
O 1.618 -3.386 1.144
C 0.690 2.128 1.021
C -0.586 1.654 0.753
C -0.936 1.391 -0.565
H -2.259 -0.377 1.235
H -4.215 -1.552 2.113
H -4.989 -1.269 0.538
H -5.896 0.851 1.305
H -5.454 0.396 2.959
H -3.831 2.161 1.208
H -3.237 1.368 2.680
H -2.468 0.117 -3.007
H -2.768 1.850 -2.859
H -0.555 2.184 -3.621
H -0.143 0.486 -3.382
H 1.950 2.345 -2.110
H 4.502 1.506 -0.993
H 3.102 0.739 2.241
H 1.958 -1.414 2.755
H 3.880 -0.675 -1.717
H 2.295 -4.895 -1.781
H 3.364 -4.690 -0.360
H 1.022 -5.160 0.403
H 0.460 -3.738 -0.526
H 0.999 2.341 2.031
H -1.275 1.521 1.566
```

Output
HOMO: -8.20 eV
Strongest force on any atom: 1.00 eV/Å
Lowest unoccupied orbital energy: 0.37 eV
E: -46186.1655 eV
Multiplicity: 1
SMILES string: O=C(C1CCC1)N1CCc2cc(S(=O)(=O)Nc3ccc4c(c3)OCCO4)ccc21
Molar mass: 414.5 g/mol